11 unconnected molecules or ions with the total composition C50H107F12N6O12. Source: the OMol25 dataset; level of theory: the ωB97M-V functional and the def2-TZVPD basis.

The geometry in XYZ format:
```
187
Properties=species:S:1:pos:R:3:lowdin_charge:R:1
F 1.934 5.030 1.405 0.041
F -5.195 -0.085 -3.810 0.060
F 2.845 3.383 -6.468 0.070
F 2.312 3.440 -4.326 0.095
F -3.376 1.056 -3.996 0.136
F 1.178 6.285 -0.231 0.118
F 3.223 6.436 0.416 0.135
F 0.270 -1.851 -0.180 0.106
F 2.408 -1.887 -0.081 0.087
F 3.285 1.721 -5.125 0.110
F -3.909 -0.334 -5.569 0.119
F 1.264 -3.750 0.190 0.103
O 1.274 1.360 -7.133 -0.104
O 0.590 -3.933 -2.489 -0.098
O -5.595 -0.492 2.586 -0.221
O 1.201 -1.785 -2.851 -0.131
O 7.997 -1.445 -4.140 -0.189
O 7.219 5.139 0.543 -0.171
O 1.203 8.567 1.503 -0.189
O 2.356 7.301 2.979 -0.116
O 2.079 1.123 3.699 -0.184
O 0.508 1.032 -5.057 -0.155
O -3.586 -2.579 -4.118 -0.080
O -1.778 -1.309 -3.664 -0.124
N -1.884 1.135 -0.535 -0.030
N 0.170 1.615 -1.048 -0.041
N -4.200 2.713 3.787 0.043
N 5.604 3.885 -2.444 0.037
N -0.214 3.918 2.877 0.067
N 6.659 1.133 -3.529 0.050
C 1.966 6.297 0.861 -0.516
C 1.366 7.328 1.903 -0.548
C -0.670 -4.190 -1.907 -0.313
C 1.016 1.975 -5.860 -0.530
C -2.274 -3.528 5.539 -0.239
C -3.296 -4.786 1.494 -0.207
C -3.887 -0.156 -4.226 -0.538
C 5.048 -0.093 -2.249 -0.051
C 2.352 2.641 -5.419 -0.532
C -2.695 -6.192 1.282 -0.265
C -0.800 0.724 -1.189 0.019
C -6.761 -0.846 1.868 -0.096
C -3.105 -1.334 -3.557 -0.514
C 1.420 -2.813 -2.040 -0.518
C -5.118 -4.410 -4.323 -0.075
C 1.002 0.656 -9.385 -0.103
C -6.557 -4.056 -0.561 -0.109
C -4.816 -4.667 1.196 -0.213
C 1.330 -2.598 -0.514 -0.557
C -1.232 -6.383 1.641 -0.099
C 0.768 -2.362 3.313 -0.094
C -2.950 -0.935 0.227 -0.046
C 8.510 5.002 1.105 -0.132
C 0.327 2.812 3.653 -0.416
C -1.487 -2.660 4.586 -0.223
C 7.085 4.386 -0.644 -0.220
C -0.258 2.579 -0.190 -0.038
C 2.585 7.223 5.383 -0.087
C -4.314 1.226 3.719 -0.417
C 6.503 -0.099 -2.697 -0.414
C 1.544 1.453 -1.485 0.019
C -4.266 0.755 5.164 -0.054
C 1.559 2.216 2.968 -0.213
C 4.773 3.398 -0.124 -0.059
C -4.733 -3.174 4.950 -0.117
C 0.658 1.694 -8.308 -0.333
C -5.071 -4.301 -0.254 -0.259
C 8.417 -2.766 -4.357 -0.147
C -5.540 0.894 2.870 -0.212
C -1.588 2.378 0.024 -0.010
C -4.857 -3.025 -3.743 -0.310
C -0.789 1.783 3.837 -0.056
C -3.657 -3.048 6.032 -0.270
C 3.270 0.637 3.104 -0.111
C 6.695 -1.355 -3.526 -0.203
C -1.556 -5.021 -2.800 -0.072
C -3.126 0.416 -0.482 -0.154
C 1.926 6.601 4.164 -0.292
C -0.084 -3.185 4.255 -0.260
C 5.614 4.298 -1.047 -0.405
H 2.256 8.265 5.370 0.072
H -1.482 -1.639 4.989 0.110
H -0.673 -4.571 -0.874 0.080
H -0.479 0.875 4.356 0.068
H 3.135 -0.008 2.233 0.084
H -6.836 -3.002 -0.501 0.057
H -1.764 -4.570 -3.766 0.075
H -7.163 -4.583 0.181 0.064
H -0.751 4.589 3.420 0.078
H 2.219 1.302 -0.638 0.081
H -5.482 1.397 1.898 0.118
H 0.407 3.370 0.113 0.114
H 3.813 0.058 3.853 0.081
H 8.617 -3.056 -5.395 0.075
H 4.213 -0.038 -2.947 0.099
H -1.410 1.723 2.946 0.055
H -5.396 -5.504 1.598 0.107
H -3.458 1.157 5.775 0.075
H 1.841 2.368 -1.993 0.088
H 0.834 6.586 4.212 0.101
H 1.683 -2.868 3.009 0.076
H -2.453 -5.353 -2.264 0.049
H -3.327 -1.326 -2.467 0.094
H -3.338 -6.824 1.908 0.094
H -3.820 -1.137 0.860 0.053
H 6.138 0.816 -4.348 0.084
H 4.886 -0.823 -1.454 0.082
H 7.719 -3.530 -4.008 0.079
H 6.054 -1.380 -4.417 0.141
H -7.681 -0.621 2.413 0.086
H 0.973 1.073 -10.394 0.050
H -2.844 -1.661 -0.581 0.056
H -5.738 -5.013 -3.656 0.048
H -5.129 -3.844 1.850 0.086
H 4.712 3.895 0.850 0.069
H 0.206 -2.061 2.425 0.065
H -3.468 0.816 3.160 0.121
H -0.634 -6.234 0.739 0.064
H -6.689 -0.269 0.936 0.093
H -6.697 -1.885 1.552 0.067
H -4.543 -2.498 4.111 0.052
H 0.789 2.688 -8.758 0.102
H 8.434 4.930 2.194 0.078
H -4.954 -3.121 -2.647 0.082
H -0.704 -0.260 -1.653 0.153
H -6.792 -4.354 -1.582 0.052
H 5.816 2.899 -2.620 0.022
H -0.422 1.485 -8.212 0.115
H 7.520 3.389 -0.477 0.116
H -3.846 1.036 0.062 0.105
H -2.606 -4.114 0.968 0.110
H 0.758 3.089 4.625 0.133
H -2.182 -1.086 0.987 0.075
H 2.385 -3.339 -2.200 0.123
H 2.225 5.558 4.006 0.098
H -0.849 -5.804 2.480 0.052
H 0.425 -3.315 5.219 0.102
H 7.694 4.830 -1.442 0.118
H 0.415 6.861 2.223 0.120
H 1.072 -1.401 3.740 0.060
H 0.305 2.807 -6.064 0.128
H 2.287 3.017 2.783 0.111
H -2.898 -6.471 0.246 0.101
H -2.265 2.936 0.646 0.110
H -4.199 -4.961 -4.515 0.066
H -0.167 -4.203 3.864 0.086
H -5.702 -2.367 -3.981 0.104
H 9.378 -2.947 -3.861 0.074
H -4.741 -5.047 -0.976 0.102
H 7.222 -0.170 -1.878 0.139
H 2.292 6.714 6.302 0.060
H -1.013 -7.430 1.875 0.062
H -4.527 -3.363 -0.365 0.088
H 5.038 0.902 -1.787 0.049
H -1.459 2.193 4.606 0.059
H 0.437 -0.269 -9.274 0.066
H -3.610 0.359 -1.456 0.105
H -1.064 -6.004 -2.870 0.064
H -1.659 -3.703 6.432 0.104
H -6.442 1.119 3.458 0.127
H 3.668 7.267 5.279 0.068
H -1.129 -3.199 -1.767 0.102
H 4.986 2.337 -0.007 0.062
H 0.530 4.546 2.560 0.030
H -4.021 -0.311 5.234 0.048
H 4.755 4.024 -2.978 0.065
H 3.743 3.476 -0.482 0.061
H 7.630 1.146 -3.837 0.071
H 3.971 1.435 2.842 0.081
H 1.373 1.893 1.933 0.117
H -3.061 -4.464 2.517 0.083
H 5.146 5.283 -1.072 0.134
H 2.041 0.328 -9.251 0.065
H -2.483 -4.577 5.293 0.107
H -5.651 -4.229 -5.260 0.063
H 9.157 5.862 0.909 0.076
H -4.414 3.033 2.842 0.063
H 6.447 -2.245 -2.939 0.121
H -1.972 -2.449 3.623 0.102
H 1.640 0.566 -2.121 0.092
H -4.833 -4.193 4.580 0.070
H -3.977 -3.760 6.802 0.093
H -5.678 -2.784 5.337 0.068
H -3.553 -2.101 6.565 0.092
H -5.214 0.812 5.708 0.080
H 9.039 4.093 0.809 0.075
H -5.068 2.929 4.283 0.066
```

Output
- Net charge: -3
- Gap between HOMO and LUMO: 4.08 eV
- Strongest force on any atom: 4.0 eV Å⁻¹
- Relative energy (zero: lowest compared OMol25 entry of this formula, charge and spin): 0.0 kJ/mol

A molecular structure, C11H19CeNOP. Source: the OMol25 dataset; level of theory: the ωB97M-V functional and the def2-TZVPD basis.

The geometry in XYZ format:
```
34
Properties=species:S:1:pos:R:3:lowdin_charge:R:1
Ce -0.036 0.240 -2.237 0.844
P -0.560 2.411 -1.836 0.539
O 0.588 -0.852 -0.270 -0.104
N 0.962 -1.473 1.826 0.107
C 0.606 -0.526 0.918 -0.408
C 1.027 -1.275 3.261 -0.173
C -0.341 -0.940 3.870 -0.186
C -1.009 0.937 2.209 -0.181
C 0.743 -1.650 -3.239 -0.246
C 1.432 -0.557 -3.855 -0.197
C -0.774 0.513 3.659 -0.210
C 0.248 0.871 1.342 -0.095
C 0.424 0.254 -4.466 -0.261
C -0.860 -0.462 -4.411 -0.173
C -0.665 -1.623 -3.662 -0.165
H 1.214 -2.464 -2.683 0.135
H -1.419 -2.367 -3.400 0.135
H 0.049 1.442 0.443 0.035
H 1.104 1.366 1.850 0.156
H 0.491 3.258 -1.404 -0.066
H -0.010 1.185 4.111 0.128
H -1.113 -1.652 3.507 0.130
H 0.604 1.173 -5.028 0.126
H 1.783 -0.505 3.527 0.136
H -1.725 0.671 4.214 0.125
H -1.327 2.003 2.251 0.129
H -1.835 0.358 1.741 0.135
H -0.252 -1.068 4.971 0.125
H -1.796 -0.116 -4.851 0.131
H 1.357 -2.237 3.713 0.136
H 1.202 -2.413 1.474 0.178
H -1.084 3.178 -2.906 -0.032
H 2.499 -0.344 -3.801 0.138
H -1.527 2.666 -0.834 -0.069
```

Output
- Net charge: +1
- Gap between HOMO and LUMO (spin up / spin down): 6.00 / 6.07 eV
- Strongest force on any atom: 8.4 eV Å⁻¹

2 unconnected molecules or ions with the total composition C4H8BFN2O6. Source: the OMol25 dataset; level of theory: the ωB97M-V functional and the def2-TZVPD basis.

The geometry in XYZ format:
```
22
Properties=species:S:1:pos:R:3:lowdin_charge:R:1
F -0.636 -0.005 0.121 0.006
O -0.175 1.288 1.916 0.074
O 1.477 1.895 3.572 0.158
O -1.264 -1.687 3.429 0.103
O -2.813 0.090 2.436 0.136
O 1.898 -0.284 -3.568 0.021
O 1.910 0.407 1.699 -0.016
N 0.288 0.284 -5.052 0.143
N -0.117 0.407 -2.807 0.151
C -0.333 -0.124 1.527 -0.245
C 1.110 -0.827 1.820 -0.007
C 0.764 0.109 -3.794 -0.703
C 1.140 1.295 2.542 -0.362
B -1.555 -0.590 2.519 -0.385
H -0.621 -1.330 4.081 0.109
H 0.913 0.073 -5.813 0.106
H -0.640 0.606 -5.260 0.092
H -1.053 0.731 -2.972 0.095
H 1.324 -1.651 1.049 0.172
H 1.245 -1.101 2.934 0.152
H 0.199 0.290 -1.858 0.078
H -3.062 0.126 1.479 0.124
```

Output
- Net charge: 0
- Structure (SMILES): O=C1OC[C@@](F)(B(O)O)O1.NC(N)=O
- Gap between HOMO and LUMO: 9.95 eV
- Strongest force on any atom: 5.5 eV Å⁻¹
- Relative energy (zero: lowest compared OMol25 entry of this formula, charge and spin): 0.0 kJ/mol

A molecular structure, C41H33KN3O4PS. Source: the OMol25 dataset; level of theory: the ωB97M-V functional and the def2-TZVPD basis.

The geometry in XYZ format:
```
84
Properties=species:S:1:pos:R:3:lowdin_charge:R:1
K -0.059 -0.419 1.099 0.686
S -4.045 -0.315 3.130 0.605
P 1.958 0.456 -1.575 1.076
O 1.433 0.196 2.928 -0.200
O -4.534 -1.537 3.729 -0.329
O -2.345 -0.493 -0.096 -0.068
O -3.848 0.791 4.047 -0.334
N -1.759 2.664 3.059 0.102
N -2.778 -0.554 2.178 -0.064
N -0.299 2.407 1.425 0.077
C 3.287 -0.454 -0.729 -0.480
C -2.453 2.860 1.892 -0.126
C -6.465 0.847 -0.460 -0.089
C 0.293 -3.749 -0.667 -0.093
C -2.085 -3.470 -1.009 -0.296
C 3.771 -2.376 0.508 -0.178
C 0.997 -2.190 -5.276 -0.124
C 2.409 -1.727 -3.377 -0.091
C 1.503 3.134 5.846 -0.165
C -1.533 2.720 0.900 -0.173
C 0.071 -4.064 0.670 -0.102
C 2.769 -1.622 -0.128 -0.157
C -3.234 -3.081 -1.898 -0.062
C -2.296 -3.796 0.324 -0.068
C 2.093 -2.507 -4.481 -0.101
C -0.459 2.386 2.737 -0.311
C -3.080 -0.349 0.878 -0.574
C -7.140 0.922 0.759 -0.097
C 0.537 -0.314 -3.844 -0.112
C -4.512 0.108 0.672 -0.136
C 5.546 -0.822 -0.011 -0.142
C 4.615 -0.039 -0.686 -0.124
C 5.113 -2.003 0.581 -0.146
C -5.139 0.438 -0.518 -0.009
C -1.224 -4.093 1.160 -0.091
C 3.407 4.208 -2.272 -0.103
C 2.754 3.097 -1.752 -0.099
C -0.779 -3.461 -1.496 -0.045
C 4.119 4.105 -3.458 -0.123
C 1.480 1.119 3.787 -0.425
C 2.442 2.098 5.835 -0.153
C 2.442 1.137 4.852 -0.042
C 4.181 2.884 -4.119 -0.109
C 0.551 2.224 3.796 -0.103
C 0.577 3.174 4.813 -0.091
C 2.813 1.864 -2.403 -0.374
C -5.186 0.184 1.866 -0.222
C 0.219 -1.087 -4.954 -0.114
C 1.639 -0.612 -3.046 -0.373
C -6.505 0.587 1.950 -0.046
C 3.538 1.774 -3.592 -0.093
H 6.583 -0.510 0.054 0.076
H -3.299 -3.763 0.737 0.109
H -2.970 -2.216 -2.509 0.073
H -3.519 -3.893 -2.574 0.070
H 3.594 0.822 -4.106 0.100
H 3.502 -3.313 1.003 0.060
H 5.822 -2.631 1.115 0.075
H -0.097 0.526 -3.581 0.100
H 0.915 -4.227 1.329 0.098
H -0.649 -0.835 -5.551 0.090
H -6.988 1.117 -1.369 0.093
H -0.143 3.987 4.775 0.096
H 2.699 -3.375 -4.713 0.092
H -0.590 -3.161 -2.522 0.103
H 4.624 4.972 -3.868 0.086
H -2.172 2.414 3.943 0.131
H 2.192 3.178 -0.827 0.100
H 3.244 -1.996 -2.741 0.100
H 4.739 2.797 -5.045 0.089
H 3.169 0.332 4.854 0.095
H -1.685 2.800 -0.165 0.095
H 1.508 3.892 6.620 0.066
H -4.110 -2.811 -1.307 0.067
H 4.933 0.885 -1.163 0.084
H 0.748 -2.809 -6.130 0.086
H -4.588 0.372 -1.447 0.117
H 3.193 2.046 6.621 0.080
H -3.514 3.043 1.874 0.102
H -8.174 1.247 0.776 0.092
H -1.415 -4.295 2.207 0.101
H 1.307 -3.640 -1.026 0.075
H -7.015 0.640 2.903 0.113
H 3.354 5.155 -1.746 0.094
```

Output
- Net charge: -2
- Gap between HOMO and LUMO: 5.44 eV
- Strongest force on any atom: 0.7 eV Å⁻¹
- Relative energy (zero: lowest compared OMol25 entry of this formula, charge and spin): 23.3 kJ/mol

net charge of number 3 (C4H8BFN2O6)?
0